(1)
Formula: C30H30AsHoN5O5
Source: the Open Molecules 2025 dataset
Level of theory: ωB97M-V with the def2-TZVPD basis set

For the energy above the lowest of the compared OMol25 structures with the same formula, charge and spin, the calculation gives 0.0 kcal per mole. Its multiplicity is 5. The net charge is +1. As for the electronic energy: -4994.9583 Eh. For the gap between HOMO and LUMO (alpha / beta), the calculation gives 0.286 / 0.286 Ha.

The geometry in XYZ format:
```
72
Properties=species:S:1:pos:R:3:forces:R:3:lowdin_charge:R:1
Ho -0.3437 1.2520 1.6078 0.66 -0.31 0.98 1.6263
O 0.9601 1.4398 -0.1717 1.52 0.60 -1.32 -0.2739
C 1.1601 2.7627 -0.7793 0.41 0.83 0.22 -0.1444
C 1.5571 3.8135 0.2767 -0.30 -0.44 0.97 -0.1237
N 0.6363 3.9626 1.4272 -1.92 -1.52 -1.12 -0.2109
C 1.3012 4.1106 2.7201 0.99 -0.99 -0.49 -0.0684
C 2.1577 2.7075 2.9154 0.51 2.85 0.16 -0.6016
O 3.3808 2.7941 2.9513 -1.65 -0.72 0.05 0.0584
O 1.3829 1.6804 2.9316 -0.39 -0.76 -0.51 -0.2066
C -0.6702 4.6311 1.1318 0.65 -0.32 0.40 -0.0573
C -1.8097 3.7384 0.5091 -2.15 0.59 -0.90 -0.5516
O -2.8790 4.2544 0.1491 2.65 -0.73 0.96 0.0578
O -1.5965 2.4282 0.4160 0.20 1.18 0.39 -0.2464
H 1.7199 0.8752 -0.4109 -0.36 0.22 0.20 0.1099
H 0.2544 3.0425 -1.3145 -0.14 -0.24 0.21 0.1107
H 1.9686 2.7426 -1.5269 -0.24 -0.37 0.30 0.1438
H 1.6427 4.7713 -0.2337 0.36 0.16 -0.18 0.1350
H 2.5027 3.5131 0.7615 -0.07 0.31 -0.73 0.1280
H 0.5452 4.2447 3.4858 -0.07 -0.18 0.23 0.1061
H 1.9806 4.9736 2.7346 0.04 -0.26 0.08 0.1255
H -0.5257 5.5172 0.5062 -0.11 -0.13 -0.22 0.1307
H -1.0568 5.0329 2.0766 -0.05 -0.19 -0.14 0.1203
N -2.7635 0.7824 5.2763 -0.79 -0.93 0.18 0.1142
C -3.0637 2.1395 5.3034 0.96 0.35 -0.43 -0.0276
C -2.3607 2.6976 4.2491 -0.31 -2.52 0.21 -0.0471
N -1.7015 1.6659 3.5473 -1.00 -0.36 1.13 0.0002
C -1.9983 0.5175 4.1832 0.14 2.46 0.93 -0.2612
C -1.5192 -0.7886 3.8287 0.28 -0.33 -1.35 -0.2941
N -0.9826 -1.0500 2.6333 -0.44 -0.73 0.27 0.0323
C -0.9503 -2.4607 2.5410 -1.05 1.08 0.94 -0.0738
C -1.4722 -2.9800 3.6983 0.53 -0.70 -0.16 -0.0479
N -1.7977 -1.9123 4.5019 -0.36 -0.50 1.01 0.1210
H -3.2006 0.0242 5.8476 0.49 1.45 -0.62 0.1856
H -3.6498 2.6259 6.0887 0.23 -0.49 -0.47 0.1336
H -2.3657 3.6943 3.8851 0.10 0.56 -0.07 0.1051
H -0.8168 -3.0212 1.6352 0.61 0.23 -0.21 0.0999
H -1.5790 -4.0328 4.0095 -0.03 0.95 -0.17 0.1404
H -2.1478 -1.9661 5.4708 0.39 -0.10 -1.03 0.1839
C -2.6119 -5.0649 -2.5283 0.27 -0.22 0.13 -0.0815
C -3.0286 -3.7887 -2.7689 -0.55 0.65 -0.56 -0.0945
C -2.2217 -2.6850 -2.5443 -0.82 0.90 0.07 -0.1324
C -0.9614 -2.8197 -2.0442 1.39 -1.47 0.83 -0.3982
C -0.4656 -4.1512 -1.8679 -0.64 1.58 0.37 -0.0967
C -1.3124 -5.2241 -2.0563 0.73 -1.05 0.03 -0.0895
As 0.0512 -1.2422 -1.4197 -0.22 -1.44 -0.76 1.3334
C 1.8663 -2.0726 -1.3302 -0.33 0.90 -0.16 -0.3930
C 2.8789 -1.7656 -2.2458 0.33 -0.46 0.47 -0.0907
C 4.2128 -2.1130 -1.9279 -0.53 0.56 -0.61 -0.0707
C 4.5542 -2.6106 -0.6835 -0.95 0.00 0.42 -0.0686
C 3.5184 -2.9116 0.2201 0.48 -0.09 0.09 -0.0780
C 2.1960 -2.7065 -0.1256 0.35 0.04 0.00 -0.1568
C 0.0731 -0.4554 -3.1902 -0.18 1.42 -0.10 -0.4033
C 0.5565 -1.1567 -4.2880 -0.26 -0.46 0.01 -0.1326
C 0.6805 -0.5284 -5.5209 -0.18 0.19 0.20 -0.0616
C 0.2744 0.7913 -5.6586 -0.01 0.22 -0.53 -0.0755
C -0.3030 1.4652 -4.6008 -0.54 1.31 -0.51 -0.0987
C -0.4052 0.8721 -3.3772 0.27 -1.54 0.94 -0.1196
H -3.2984 -5.8791 -2.7336 0.30 -0.12 0.19 0.1112
H -4.0086 -3.6022 -3.1672 -0.35 -0.06 -0.09 0.1054
H -2.6405 -1.6915 -2.7280 0.12 -0.23 0.03 0.1111
H 0.5474 -4.2909 -1.5104 -0.07 -0.16 -0.04 0.0832
H -0.8895 -6.2090 -1.8270 -0.38 0.22 -0.25 0.1110
H 2.6615 -1.2824 -3.2091 0.16 -0.24 0.65 0.0910
H 4.9473 -1.8944 -2.6977 0.18 -0.09 0.30 0.1078
H 5.5734 -2.7359 -0.3662 0.27 -0.12 -0.16 0.1044
H 3.7276 -3.2701 1.2356 0.11 -0.04 -0.56 0.1132
H 1.4585 -3.0688 0.5835 -0.26 0.40 -0.08 0.0836
H 0.7476 -2.2356 -4.1995 0.19 0.55 -0.01 0.1208
H 1.0631 -1.0848 -6.3560 0.08 -0.07 -0.28 0.1069
H 0.3228 1.3361 -6.5975 0.20 -0.39 -0.05 0.1111
H -0.7260 2.4824 -4.7525 0.43 -0.83 0.09 0.1250
H -0.9380 1.3702 -2.5798 0.16 0.11 0.26 0.0906
```
Forces are in eV/Å.



(2)
Formula: C9H24BCaMgNO11S2
Source: the Open Molecules 2025 dataset
Level of theory: ωB97M-V with the def2-TZVPD basis set

The net charge is 0. As for the electronic energy: -2938.2336 Eh. For the gap between HOMO and LUMO, the calculation gives 0.053 Ha.

The geometry in XYZ format:
```
50
Properties=species:S:1:pos:R:3:forces:R:3:lowdin_charge:R:1
C -1.1346 2.9509 -1.0275 1.19 0.74 -0.81 -0.2733
C 0.1706 2.6496 -1.7775 -0.30 -0.24 0.63 -0.1852
C 1.1732 1.7430 -1.0470 -1.29 0.37 0.00 -0.2765
C 2.3399 1.5002 -1.9625 -0.13 0.25 0.16 -0.0388
C 1.5637 2.2093 0.3468 2.51 0.57 -1.90 -0.5271
O 0.5344 1.9635 1.3793 -1.85 0.22 0.02 -0.1672
C 1.9539 3.6988 0.5781 -0.76 -0.98 1.03 -0.1931
O 2.4858 3.6580 1.8378 -0.79 0.72 1.10 -0.0493
B 3.2578 2.3647 1.9016 0.94 -1.30 1.42 -0.6573
N 2.9155 1.5491 3.1753 -0.48 0.76 -0.93 0.1412
O 2.7153 1.6315 0.6721 0.17 -0.34 0.89 0.0671
H -1.9667 3.0566 -1.7337 0.21 0.56 0.31 -0.0630
H -1.3661 2.1396 -0.3706 -0.20 -0.20 0.69 -0.0805
H -1.0409 3.9248 -0.5074 -0.32 0.18 0.23 0.0314
H 0.6276 3.5721 -2.0910 0.34 0.47 -0.11 0.1225
H -0.1053 2.1490 -2.6859 -0.05 -0.35 -0.53 0.1069
H 0.6849 0.7803 -0.9145 -0.24 -0.42 0.09 0.1528
H 2.9397 2.3909 -2.0460 0.46 0.36 -0.06 0.0940
H 2.9148 0.6555 -1.6514 0.49 -0.38 0.16 0.0763
H 1.9372 1.2483 -2.9239 -0.02 -0.18 -0.63 0.0771
H 0.0893 1.1212 1.2010 0.36 -0.13 0.06 0.1290
H 1.0244 4.2957 0.6708 0.44 1.27 -1.52 0.0154
H 2.6905 4.1149 -0.0856 -0.33 0.25 -1.12 0.1610
H 4.4506 2.5607 1.8446 -0.12 0.05 -0.47 0.1083
H 2.7966 0.5908 2.8698 0.33 -0.33 0.31 0.0643
H 1.9918 1.8093 3.5019 0.02 0.01 0.40 0.0150
Ca -0.4533 3.9247 1.8490 0.74 -1.10 0.80 1.6358
O 3.3775 -0.1935 6.6200 0.11 -0.01 0.15 -0.1802
S 2.9418 1.1679 6.9403 0.08 0.06 -0.04 0.2495
O 1.8454 1.5892 6.0472 -0.08 0.21 -0.01 -0.2358
O 4.0770 2.0747 6.7564 -0.01 -0.07 -0.22 -0.1837
O 2.4489 1.2035 8.3183 -0.22 -0.14 -0.10 -0.2017
Mg -3.1837 1.2595 -1.4944 -1.08 -1.03 -0.15 0.6216
O -3.8795 -2.6720 -1.1270 0.00 0.20 -0.14 -0.3358
S -2.8561 -3.6357 -1.4164 0.06 -0.43 0.36 0.5303
O -2.0385 -3.4872 -2.5753 -0.02 0.26 -0.19 -0.2683
O -3.5062 -5.0835 -1.4046 0.08 0.03 0.07 -0.2612
C -4.6385 -5.3225 -2.2697 -0.40 -0.08 -0.40 -0.2474
C -4.2493 -5.4460 -3.7296 0.19 0.14 0.02 -0.0718
C -1.8217 -3.8444 -0.0093 -0.04 -0.02 0.07 -0.1169
H -5.3834 -4.5399 -2.1182 0.11 0.09 0.07 0.1135
H -5.0694 -6.2562 -1.9170 0.12 -0.02 0.17 0.1211
H -3.8648 -4.5065 -4.1221 -0.02 0.02 0.01 0.0702
H -5.1183 -5.7309 -4.3222 -0.05 -0.05 0.06 0.0817
H -3.4717 -6.1981 -3.8561 -0.03 -0.05 0.00 0.0867
H -2.4431 -3.9826 0.8705 -0.02 -0.02 0.00 0.0751
H -1.2242 -2.9405 0.0802 0.01 0.02 -0.05 0.0725
H -1.1763 -4.7015 -0.1758 0.02 -0.01 -0.03 0.0801
O 2.4758 -1.3451 -3.0977 -0.17 0.20 0.18 -0.3606
H 1.5680 -1.6617 -3.0009 0.02 -0.13 -0.07 -0.1260
```
Forces are in eV/Å.



(3)
Formula: C5H9NS
Source: the Open Molecules 2025 dataset
Level of theory: ωB97M-V with the def2-TZVPD basis set

For the energy above the lowest of the compared OMol25 structures with the same formula, charge and spin, the calculation gives 95.2 kcal per mole. The net charge is 0. As for the electronic energy: -648.7014 Eh. For the gap between HOMO and LUMO, the calculation gives 0.278 Ha.

The geometry in XYZ format:
```
16
Properties=species:S:1:pos:R:3:forces:R:3:lowdin_charge:R:1
C 0.3388 2.4697 0.9480 -1.72 -3.40 -1.29 -0.5248
C -0.3219 0.3079 0.9826 0.50 2.38 3.51 -0.2328
C -0.9887 -1.4688 -0.6421 2.68 0.35 1.50 -0.0398
C 1.2194 -0.3290 -0.8950 -0.02 0.78 0.74 -0.0804
C -0.2290 -0.0807 -0.3803 -0.32 -2.53 -2.68 -0.4686
N -0.6460 -0.1123 2.1142 1.19 1.27 -1.14 0.1302
S 0.1641 3.0788 -0.4948 0.23 0.65 -0.14 0.6549
H 0.5749 2.9937 1.8374 0.33 0.26 0.99 -0.0258
H -0.7909 -1.9284 0.3667 -0.26 -0.58 -1.32 0.0697
H -0.4891 -2.0462 -1.4838 -0.87 0.73 1.15 0.0950
H -2.0301 -1.3846 -0.7235 -1.44 0.17 -0.45 0.0460
H 1.6618 -1.2659 -0.4467 -0.45 1.10 -0.28 0.0958
H 1.7545 0.6017 -0.5466 0.20 -1.23 -0.91 0.0633
H 1.1686 -0.4782 -2.0037 0.29 0.49 0.98 0.0910
H -0.6751 0.7429 -0.9488 0.16 -0.03 -0.21 0.0705
H -0.7113 -1.1006 2.3163 -0.49 -0.42 -0.46 0.0558
```
Forces are in eV/Å.